[1]
Here is a 2-piece molecular cluster, C6H9N2 overall in a non-equilibrium geometry from the OMol25 dataset. Energies are from ωB97M-V/def2-TZVPD.

Properties
Total energy ... -342.92596 hartree
Molar mass ... 109.2 g/mol
HOMO energy (spin up / spin down) ... -11.7 / -14.6 eV
2S+1 ... 3
Charge ... +1
LUMO energy (spin up / spin down) ... -0.1072 / -0.2318 Ha

Last column: Löwdin charge in e.
Atoms and positions in Å:
C 2.891 -0.524 0.645  0.190
C -2.204 0.065 -1.752  0.235
C 1.795 -0.826 0.235  -0.155
C -1.083 0.270 -1.380  -0.213
C -0.187 1.582 0.296  0.068
C 0.538 -0.931 -0.224  -0.129
N -0.790 -0.894 1.448  0.200
N 0.047 0.411 -0.736  -0.101
H 3.947 -0.697 0.851  0.074
H -3.106 -0.314 -2.172  0.066
H -1.114 1.384 0.799  0.082
H 0.616 1.708 0.927  0.063
H -0.297 2.579 -0.303  0.155
H 0.100 -1.801 -0.689  0.143
H -0.225 -1.461 2.158  0.098
H -1.681 -1.263 1.335  0.012
H 0.752 0.711 -1.437  0.213

---

[2]
Here is a 2-piece molecular cluster, C6H9N2O overall in a non-equilibrium geometry from the OMol25 dataset. Energies are from ωB97M-V/def2-TZVPD.

Properties
Total energy ... -418.37133 hartree
Molar mass ... 125.2 g/mol
HOMO energy ... -13.6 eV
2S+1 ... 1
Charge ... +1
LUMO energy ... -0.2092 Ha

Last column: Löwdin charge in e.
Atoms and positions in Å:
C 1.830 0.255 -3.429  -0.040
C 0.630 -0.236 -2.761  -0.012
C 2.662 0.719 -2.489  -0.075
C 0.871 0.215 -1.528  -0.023
C -0.711 -0.404 1.160  -0.472
C -1.788 -0.602 2.120  0.001
N 0.400 0.038 1.718  0.198
N -0.879 -0.242 -0.124  0.236
O 2.021 0.802 -1.263  0.046
H 2.211 0.096 -4.448  0.138
H -0.261 -0.828 -3.111  0.146
H 3.553 1.410 -2.522  0.169
H -1.334 -1.117 2.915  0.069
H -1.981 0.421 2.629  0.150
H -2.742 -1.137 1.816  0.129
H 0.444 0.119 2.695  0.118
H 1.219 0.037 1.130  0.118
H -1.574 -0.590 -0.756  0.104

---

[3]
Here is a 2-piece molecular cluster, C6H9N2O overall in a non-equilibrium geometry from the OMol25 dataset. Energies are from ωB97M-V/def2-TZVPD.

Properties
Total energy ... -418.42793 hartree
Molar mass ... 125.2 g/mol
HOMO energy ... -15.0 eV
2S+1 ... 1
Charge ... +1
LUMO energy ... -0.1641 Ha

Last column: Löwdin charge in e.
Atoms and positions in Å:
C -1.791 -1.989 0.336  0.003
C -2.393 -0.808 0.003  0.016
C -0.441 -1.682 0.472  -0.032
C -1.546 1.698 -0.354  -0.130
C 2.385 0.719 -0.727  -0.112
C 2.719 0.821 0.521  -0.045
N -0.272 -0.410 0.203  0.060
N -1.453 0.197 -0.021  -0.011
O -2.622 2.164 -0.385  0.169
H -2.332 -2.877 0.352  0.108
H -3.459 -0.635 -0.187  0.159
H 0.330 -2.282 1.067  0.181
H -0.466 2.102 -0.611  0.179
H 2.785 -0.178 -1.152  0.067
H 1.926 1.310 -1.526  0.083
H 0.700 0.083 -0.024  0.144
H 3.287 0.017 0.906  0.065
H 2.643 1.749 1.128  0.095

---

[4]
Here is a 2-piece molecular cluster, C6H9N2O2 overall in a non-equilibrium geometry from the OMol25 dataset. Energies are from ωB97M-V/def2-TZVPD.

Properties
Total energy ... -494.05670 hartree
Molar mass ... 141.2 g/mol
HOMO energy ... -4.6 eV
2S+1 ... 1
Charge ... -1
LUMO energy ... 0.1401 Ha

Last column: Löwdin charge in e.
Atoms and positions in Å:
C -3.604 1.069 1.786  -0.031
C -2.320 1.535 0.892  -0.685
O -1.177 1.238 1.397  -0.147
O -2.478 2.029 -0.250  -0.094
H -3.941 0.158 1.437  0.015
H -4.390 1.759 1.680  0.023
H -3.192 1.024 2.836  0.069
C 2.315 -1.660 -2.395  -0.062
C 1.689 -0.668 0.995  -0.130
C 1.318 0.263 -0.930  -0.052
C 1.947 -0.953 -1.125  -0.451
N 1.084 0.383 0.397  0.083
N 2.189 -1.543 0.005  0.059
H 0.519 1.019 0.893  0.072
H 1.694 -0.972 1.984  0.078
H 1.151 0.823 -1.676  0.046
H 1.450 -1.699 -3.018  0.049
H 2.497 -2.680 -2.060  0.057
H 3.249 -1.122 -2.848  0.102